ORCA calculation (the ωB97M-V functional and the def2-TZVPD basis) on 9 unconnected molecules or ions with the total composition C5H27NO9S in a non-equilibrium geometry.

The geometry in ORCA input format:
```
! RIJCOSX wB97M-V def2-TZVPD def2/J DEFGRID3
* xyz 0 1
O 1.53 0.49 0.73
C 0.42 0.33 0.19
N -0.62 -0.07 0.97
C -1.98 -0.38 0.47
C -3.02 0.77 0.37
C -2.41 2.18 0.45
S -2.44 2.77 2.19
C 0.16 0.52 -1.27
H -0.53 -0.27 1.96
H -1.85 -0.75 -0.55
H -2.40 -1.13 1.13
H -3.66 0.65 -0.51
H -3.82 0.63 1.11
H -1.53 2.15 -0.19
H -3.14 2.83 -0.05
H -1.46 3.65 2.27
H 1.06 0.85 -1.79
H -0.39 -0.29 -1.73
H -0.29 1.49 -1.58
H 2.28 2.58 -3.58
H 0.73 3.04 -3.35
O 1.40 2.68 -3.95
H -0.03 -4.02 -1.00
H 0.91 -4.32 -2.30
O 0.02 -4.10 -1.97
H 2.57 -2.52 0.64
H 1.79 -2.37 1.99
O 2.08 -3.01 1.34
H 2.41 1.79 -0.86
H 3.23 3.03 -1.30
O 3.06 2.11 -1.51
H -0.76 -2.94 0.75
H 0.63 -3.62 0.90
O -0.34 -3.80 0.70
H 2.71 -0.63 0.05
H 3.99 -1.12 -0.69
O 3.08 -1.35 -0.49
H -0.71 -2.37 -1.95
H -1.64 -2.86 -3.00
O -1.56 -2.15 -2.37
H 1.30 1.25 2.26
H 0.95 2.17 3.60
O 0.78 1.39 3.07
*
```

## Properties
E_tot   -36376.176 eV
ΔE to the lowest compared entry with this formula, charge and spin   48.72 kJ/mol
SMILES   CC(=O)NCCCS.O.O.O.O.O.O.O.O
Orbital gap   9.28 eV
Molecular weight   277.34 g/mol

Atomic partial charges in e from the natural (NBO) method, atoms 1 to 8:
1 O -0.75
2 C 0.71
3 N -0.59
4 C -0.25
5 C -0.43
6 C -0.52
7 S -0.04
8 C -0.77